Entry one
Here is a molecular structure, C20H14I2N3O5SbSe4Ta from the Open Molecules 2025 dataset. Energies are from wB97M-V/def2-TZVPD.

Values from the calculation:
molecular weight	1248.70	Da
gap between HOMO and LUMO	4.0	eV
HOMO	-3.56	eV

ORCA input file:
```
! wB97M-V def2-TZVPD RIJCOSX def2/J DEFGRID3
* xyz -1 1
Ta 1.45 -0.96 -1.11
I 0.23 -1.34 3.09
I -5.59 -2.17 1.92
Sb 1.48 2.68 -3.57
Se 0.79 2.78 -5.86
Se 3.25 -0.94 -2.38
Se 1.73 0.76 -2.37
Se 2.99 4.51 -3.42
O 0.77 -2.36 -1.95
O 0.13 -0.60 0.00
O -0.59 -3.16 -0.38
O 4.72 0.13 1.93
O 3.11 0.47 0.35
N 2.41 -1.81 0.26
N -1.30 0.89 -2.00
N -0.15 2.22 0.16
C 0.49 2.80 1.18
C 1.98 -4.04 0.81
C -2.22 -0.73 -0.46
C -1.37 -1.22 1.73
C 3.76 -2.79 1.89
C -3.48 -1.10 -0.01
C 1.66 -2.87 0.12
C -1.12 -0.85 0.40
C -3.68 -1.54 1.29
C 0.50 -2.78 -0.77
C -0.06 3.85 1.89
C -1.33 2.69 -0.24
C -1.93 3.76 0.41
C -2.07 -0.32 -1.90
C 3.07 -3.99 1.67
C 3.82 -0.20 1.17
C -1.29 4.34 1.49
C -1.96 2.09 -1.49
C 3.38 -1.69 1.14
C -2.63 -1.57 2.18
H 1.47 2.40 1.39
H -1.74 5.18 2.00
H -2.87 4.15 0.04
H -2.77 -1.86 3.22
H -4.31 -1.06 -0.70
H 0.48 4.29 2.72
H -1.02 1.07 -2.96
H 4.56 -2.70 2.60
H -3.07 -0.24 -2.35
H 3.37 -4.88 2.20
H -3.02 1.90 -1.28
H -1.89 2.87 -2.26
H 1.39 -4.93 0.64
H -1.55 -1.12 -2.45
*
```



Entry two
Here is a molecular structure, C20H14I2N3O5SbSe4Ta from the Open Molecules 2025 dataset. Energies are from wB97M-V/def2-TZVPD.

Values from the calculation:
molecular weight	1248.70	Da
gap between HOMO and LUMO	4.6	eV
HOMO	-3.96	eV

ORCA input file:
```
! wB97M-V def2-TZVPD RIJCOSX def2/J DEFGRID3
* xyz -1 1
Ta 0.73 0.72 -1.17
I -3.53 2.17 5.04
I -1.59 4.82 0.01
Sb 3.49 1.05 -4.77
Se -1.55 1.22 -2.03
Se 0.37 1.50 -3.46
Se 4.88 2.81 -5.59
Se 4.21 -1.13 -5.44
O 2.48 1.81 -1.00
O 4.01 1.87 0.67
O 0.25 -1.23 -1.98
O 0.23 2.19 0.11
O 0.74 -3.39 -2.34
N 2.56 -0.64 -1.23
N -2.86 0.16 0.66
N 0.14 -0.67 0.62
C -1.31 1.19 3.24
C 1.03 -2.27 -2.00
C 4.18 -2.40 0.10
C -4.08 0.54 0.27
C -0.49 1.21 2.13
C 4.29 -1.04 0.35
C -2.43 -1.04 0.28
C -1.08 -1.54 0.73
C -4.92 -0.25 -0.49
C 0.55 0.19 1.78
C 3.38 1.32 -0.19
C -2.24 2.20 3.40
C -0.57 2.23 1.17
C 3.21 -2.87 -0.78
C 3.48 -0.19 -0.38
C 2.37 -1.95 -1.39
C -1.48 3.26 1.38
C -4.47 -1.50 -0.87
C -3.21 -1.91 -0.49
C -2.32 3.24 2.48
H 1.04 -0.31 2.61
H -4.38 1.54 0.58
H -1.24 0.38 3.96
H -1.15 -1.92 1.76
H -3.04 4.03 2.62
H 4.97 -0.62 1.08
H 3.04 -3.92 -0.97
H 0.88 -1.37 0.56
H 4.81 -3.10 0.62
H -5.90 0.11 -0.78
H -5.09 -2.15 -1.48
H -0.85 -2.39 0.09
H -2.81 -2.86 -0.81
H 1.26 0.90 1.33
*
```



Most stable: entry two